--- A ---
Computed, not measured: 5 unconnected molecules or ions with the total composition C4H18O4, with wB97M-V/def2-TZVPD.

Values from the calculation:
E_HOMO: -10.092 eV
LUMO energy: 0.1 eV
Frontier orbital gap: 10.2 eV

ORCA input file:
```
! wB97M-V def2-TZVPD RIJCOSX def2/J DEFGRID3
* xyz 0 1
C 0.50947 -0.07680 -1.90583
C -0.43978 1.05944 -1.57456
C -0.56480 1.28138 -0.06165
C -1.39267 2.48078 0.26928
H 1.50544 0.14905 -1.41836
H 0.63430 -0.21125 -3.03381
H 0.23593 -0.99594 -1.34599
H -1.52014 0.86108 -2.03411
H -0.10647 1.91462 -2.11243
H -1.08835 0.30801 0.26969
H 0.39278 1.12135 0.41103
H -1.35986 2.66081 1.37015
H -2.41867 2.33426 -0.02817
H -0.85912 3.37083 -0.18464
O -2.38412 -2.26381 1.07606
H -3.16471 -1.87404 1.48183
H -2.36041 -3.21663 1.20926
O 3.37589 0.51981 -0.65352
H 4.24551 0.29733 -0.99034
H 2.88052 -0.26192 -0.29782
O -0.21723 -1.41063 2.45570
H -0.27552 -1.68467 3.37265
H -1.02162 -1.71169 1.98478
O 2.17281 -1.58322 0.58910
H 1.58816 -2.03142 -0.02928
H 1.63266 -1.03671 1.18096
*
```

--- B ---
Computed, not measured: 5 unconnected molecules or ions with the total composition C4H18O4, with wB97M-V/def2-TZVPD.

Values from the calculation:
E_HOMO: -10.478 eV
LUMO energy: 0.1 eV
Frontier orbital gap: 10.6 eV

ORCA input file:
```
! wB97M-V def2-TZVPD RIJCOSX def2/J DEFGRID3
* xyz 0 1
C 1.49348 0.76849 -1.37825
C -0.02019 0.91573 -1.49076
C -0.59120 1.51655 -0.22015
C -2.06033 1.90108 -0.44436
H 1.87911 0.19180 -0.54228
H 1.97587 1.74116 -1.29013
H 1.96976 0.39422 -2.27853
H -0.47126 -0.01660 -1.80711
H -0.16367 1.60797 -2.32887
H -0.03947 2.36082 0.17829
H -0.61775 0.73527 0.53869
H -2.28912 2.62486 -1.22796
H -2.56514 2.21691 0.46708
H -2.56268 0.99239 -0.80964
O 2.10761 -1.83318 1.37097
H 1.12641 -1.81521 1.28289
H 2.44837 -1.82906 0.47205
O -0.59459 -1.68580 1.50512
H -1.21838 -2.27699 1.06654
H -0.74582 -0.80233 1.15498
O 2.21936 0.01876 3.50814
H 2.59267 0.02954 2.62719
H 1.48529 -0.60563 3.54182
O -1.70426 -2.23581 -0.96643
H -2.46620 -2.00449 -1.51099
H -1.18786 -2.91045 -1.41830
*
```

Decreasing stability: B, A